A gas-phase ion, C8H19N5S (charge +2). Source: the OMol25 dataset; level of theory: ωB97M-V/def2-TZVPD.

Geometry (Å):
C -4.477 0.848 -0.038
C -3.073 0.291 -0.331
N -2.025 1.291 -0.763
C -0.706 1.187 -0.548
N -0.274 0.021 -0.076
C 1.081 -0.342 -0.064
N 1.599 -1.520 0.007
C 0.811 -2.744 0.189
C 1.745 -3.885 0.416
N 2.037 0.838 -0.641
S 3.707 0.402 -0.505
C 1.523 2.102 -0.135
C 1.643 2.019 1.405
N 0.147 2.194 -0.708
H -4.998 -0.071 0.024
H -4.491 1.516 0.866
H -4.625 1.410 -0.868
H -2.732 -0.365 0.449
H -3.219 -0.349 -1.267
H -2.408 2.216 -0.890
H -0.993 -0.783 -0.125
H 2.709 -1.544 -0.024
H 0.182 -2.431 1.099
H 0.291 -2.880 -0.814
H 2.733 -3.715 -0.134
H 1.767 -3.859 1.469
H 1.142 -4.771 0.125
H 4.162 0.796 -1.792
H 2.065 2.938 -0.512
H 2.606 2.202 1.685
H 1.271 1.114 1.827
H 1.031 2.819 1.880
H -0.232 3.055 -1.207

ΔE to the lowest compared entry with this formula, charge and spin = 52.9 kcal per mole
Calculated total energy = -26871.956 eV
Highest occupied orbital energy = -16.72 eV
Lowest unoccupied orbital energy = -7.5 eV
Maximum force = 5.5 eV/A
Orbital gap = 0.338 Eh
SMILES = CC/[NH+]=C1\N/C(=[NH+]\CC)N(S)[C@H](C)N1
Charge = +2

***

A gas-phase ion, C8H19N5S (charge +2). Source: the OMol25 dataset; level of theory: ωB97M-V/def2-TZVPD.

Geometry (Å):
C -0.595 -0.490 1.918
C 1.201 -0.517 0.155
C -2.097 0.003 -0.042
C 3.944 -1.637 -0.787
C -1.490 3.615 -0.317
C -3.163 -2.484 -0.244
C 3.253 -0.255 -0.880
C -1.029 2.273 0.225
N -1.735 -0.480 1.267
N 0.597 -0.383 1.450
N 0.443 -0.908 -0.808
N 2.465 -0.062 0.303
N -1.624 1.176 -0.477
S -3.079 -0.924 -1.165
H -0.816 -0.634 2.922
H 4.706 -1.577 0.058
H 3.047 -2.416 -0.680
H 4.462 -1.707 -1.791
H -2.397 3.767 0.121
H -0.888 4.531 -0.038
H -1.446 3.454 -1.344
H -3.710 -3.131 -0.749
H -3.620 -2.428 0.665
H -2.285 -3.006 -0.009
H 4.003 0.535 -1.018
H 2.598 -0.258 -1.801
H -0.010 2.344 0.020
H -1.337 2.339 1.205
H -2.409 -1.226 1.569
H 1.204 -0.326 2.248
H 0.718 -1.278 -1.665
H 2.926 0.468 1.024
H -1.836 1.619 -1.336

ΔE to the lowest compared entry with this formula, charge and spin = 19.1 kcal per mole
Calculated total energy = -26867.511 eV
Highest occupied orbital energy (spin up / spin down) = -14.11 / -15.95 eV
Lowest unoccupied orbital energy (spin up / spin down) = -7.0 / -11.6 eV
Maximum force = 4.8 eV/A
Orbital gap (spin up / spin down) = 0.262 / 0.161 Eh
Charge = +2
Spin multiplicity = 3

***

2 unconnected molecules or ions with the total composition C8H19NO. Source: the OMol25 dataset; level of theory: ωB97M-V/def2-TZVPD.

Geometry (Å):
C -3.201 -1.766 -0.596
N -3.135 -0.281 -0.422
C -2.491 0.398 -1.426
C -2.226 1.918 -1.094
O -1.940 0.001 -2.306
H -2.963 -1.840 -1.754
H -2.604 -2.397 0.224
H -4.260 -2.165 -0.689
H -3.238 0.130 0.713
H -2.489 2.204 0.014
H -2.951 2.621 -1.535
H -1.179 2.178 -1.508
C 2.749 2.225 -0.398
C 2.567 0.827 -0.347
C 1.988 0.298 0.947
C 1.614 -1.241 0.947
C 0.871 -2.069 2.011
H 1.621 2.648 -0.485
H 3.407 2.333 0.334
H 3.416 2.434 -1.361
H 3.484 0.227 -0.454
H 1.935 0.268 -1.170
H 2.586 0.711 1.731
H 0.957 0.782 1.040
H 2.417 -2.063 0.922
H 0.884 -1.176 -0.034
H -0.071 -1.665 2.198
H 0.817 -3.224 1.552
H 1.433 -2.316 2.946

ΔE to the lowest compared entry with this formula, charge and spin = 134.3 kcal per mole
Calculated total energy = -12136.789 eV
Highest occupied orbital energy = -9.73 eV
Lowest unoccupied orbital energy = 0.6 eV
Maximum force = 12.3 eV/A
Orbital gap = 0.381 Eh
SMILES = CNC(C)=O.CCCCC
Charge = 0

***

2 unconnected molecules or ions with the total composition C8H19NO. Source: the OMol25 dataset; level of theory: ωB97M-V/def2-TZVPD.

Geometry (Å):
C 1.267 1.389 -0.223
C 0.117 0.399 -0.374
O 0.007 -0.202 -1.484
C -1.218 0.851 0.293
C -1.816 1.994 -0.544
C -1.009 1.325 1.734
C -2.206 -0.323 0.269
H 2.109 1.071 -0.838
H 1.602 1.419 0.813
H 0.978 2.391 -0.527
H -1.186 2.884 -0.517
H -1.936 1.684 -1.582
H -2.791 2.277 -0.142
H -0.404 2.230 1.782
H -0.519 0.554 2.328
H -1.973 1.546 2.194
H -2.306 -0.703 -0.747
H -3.182 -0.005 0.641
H -1.871 -1.139 0.911
C 2.448 -2.006 -1.286
C 1.199 -2.335 -0.512
N 0.893 -1.191 0.710
H 3.299 -1.848 -0.621
H 2.308 -1.120 -1.891
H 2.685 -2.842 -1.935
H 0.327 -2.464 -1.138
H 1.335 -3.235 0.095
H 0.145 -1.572 1.282
H 1.698 -1.025 1.310

ΔE to the lowest compared entry with this formula, charge and spin = 43.8 kcal per mole
Calculated total energy = -12140.713 eV
Highest occupied orbital energy = -8.34 eV
Lowest unoccupied orbital energy = 0.8 eV
Maximum force = 3.7 eV/A
Orbital gap = 0.336 Eh
SMILES = CC(=O)C(C)(C)C.CCN
Charge = 0

***

A single C8H19NO3S molecule. Source: the OMol25 dataset; level of theory: ωB97M-V/def2-TZVPD.

Geometry (Å):
C 0.735 -1.483 -3.027
C -0.162 -1.042 -1.893
C -0.015 -1.375 -0.369
C -0.407 -2.791 -0.092
C -0.680 -0.451 0.642
C -0.341 -0.687 2.053
O -2.167 -0.499 0.447
S -1.583 1.058 0.268
O -2.301 1.963 1.132
O -1.623 1.501 -1.123
N 0.167 2.203 0.713
C 1.332 1.867 -0.241
C 0.587 2.620 2.050
H 0.404 -0.859 -3.854
H 1.773 -1.391 -2.719
H 0.683 -2.582 -3.169
H -1.245 -1.356 -2.153
H -0.129 -0.005 -2.016
H 1.109 -1.477 -0.247
H 0.475 -3.272 0.546
H -1.420 -2.918 0.431
H -0.536 -3.330 -1.060
H -0.511 -1.730 2.420
H 0.652 -0.331 2.300
H -1.164 -0.181 2.709
H -0.365 2.947 0.239
H 1.989 2.663 -0.486
H 1.792 1.060 0.181
H 0.768 1.585 -1.144
H 1.530 2.104 2.437
H 0.806 3.743 2.150
H -0.152 2.448 2.873

ΔE to the lowest compared entry with this formula, charge and spin = 53.5 kcal per mole
Calculated total energy = -27067.742 eV
Highest occupied orbital energy = -9.44 eV
Lowest unoccupied orbital energy = 0.6 eV
Maximum force = 4.3 eV/A
Orbital gap = 0.369 Eh
SMILES = CC[C@H](C)[C@]1(C)OS1(=O)([O-])[NH+](C)C
Charge = 0

***

A single C8H19O6PS molecule. Source: the OMol25 dataset; level of theory: ωB97M-V/def2-TZVPD.

Geometry (Å):
C 0.572 4.424 0.664
C 0.914 2.967 0.839
O 0.268 2.160 -0.158
P -0.400 0.847 0.544
O 0.803 0.068 1.123
O -1.434 1.228 1.711
C -2.580 0.421 1.906
C -3.595 0.963 2.857
O -1.235 -0.103 -0.617
C -0.445 -0.725 -1.516
C -0.231 -2.180 -1.111
S 0.701 -3.002 -2.466
O 0.565 -4.456 -2.419
O 0.346 -2.470 -3.816
C 2.460 -2.666 -2.190
C 2.874 -2.492 -0.710
H -0.496 4.596 0.710
H 0.956 4.996 1.429
H 1.127 4.837 -0.101
H 2.054 2.976 0.849
H 0.463 2.771 1.815
H -2.224 -0.545 2.227
H -2.898 0.229 0.936
H -3.817 0.622 3.863
H -3.566 2.063 3.015
H -4.507 0.790 2.306
H 0.534 -0.324 -1.633
H -0.957 -0.594 -2.498
H 0.206 -2.110 -0.130
H -1.111 -2.778 -0.976
H 3.000 -3.487 -2.701
H 2.731 -1.723 -2.736
H 2.743 -3.331 -0.163
H 2.287 -1.784 -0.146
H 3.894 -2.187 -0.710

Calculated total energy = -41012.709 eV
Highest occupied orbital energy = -10.39 eV
Lowest unoccupied orbital energy = 0.6 eV
Maximum force = 6.3 eV/A
Orbital gap = 0.403 Eh
SMILES = CCOP(=O)(OCC)OCCS(=O)(=O)CC
Charge = 0

***

Copy entry 4 word for word.
2 unconnected molecules or ions with the total composition C8H19NO. Source: the OMol25 dataset; level of theory: ωB97M-V/def2-TZVPD.

Geometry (Å):
C 1.267 1.389 -0.223
C 0.117 0.399 -0.374
O 0.007 -0.202 -1.484
C -1.218 0.851 0.293
C -1.816 1.994 -0.544
C -1.009 1.325 1.734
C -2.206 -0.323 0.269
H 2.109 1.071 -0.838
H 1.602 1.419 0.813
H 0.978 2.391 -0.527
H -1.186 2.884 -0.517
H -1.936 1.684 -1.582
H -2.791 2.277 -0.142
H -0.404 2.230 1.782
H -0.519 0.554 2.328
H -1.973 1.546 2.194
H -2.306 -0.703 -0.747
H -3.182 -0.005 0.641
H -1.871 -1.139 0.911
C 2.448 -2.006 -1.286
C 1.199 -2.335 -0.512
N 0.893 -1.191 0.710
H 3.299 -1.848 -0.621
H 2.308 -1.120 -1.891
H 2.685 -2.842 -1.935
H 0.327 -2.464 -1.138
H 1.335 -3.235 0.095
H 0.145 -1.572 1.282
H 1.698 -1.025 1.310

ΔE to the lowest compared entry with this formula, charge and spin = 43.8 kcal per mole
Calculated total energy = -12140.713 eV
Highest occupied orbital energy = -8.34 eV
Lowest unoccupied orbital energy = 0.8 eV
Maximum force = 3.7 eV/A
Orbital gap = 0.336 Eh
SMILES = CC(=O)C(C)(C)C.CCN
Charge = 0

***

Question: charge of number 1 (C8H19N5S)?
Answer: +2